(1)
C4H6N2O | ωB97M-V with the def2-TZVPD basis set

## Properties
- 2S+1 = 1
- total charge = 0
- total energy (Eh) = -340.7743
- SMILES = Cc1ncc(O)[nH]1
- orbital gap (eV) = 8.73
- highest occupied orbital energy (eV) = -8.03

Structure (XYZ):
```
13
Properties=species:S:1:pos:R:3:forces:R:3:mulliken_charge:R:1
C -2.01454 0.28734 -0.80532 -0.043 -0.007 -0.041 -0.991
C -0.57230 0.16720 -0.43900 -0.029 0.056 -0.100 0.445
N 0.42327 0.66763 -1.11883 -0.208 -0.134 0.149 -0.614
C 1.56991 0.35818 -0.41383 0.225 -0.061 0.132 -0.386
C 1.23915 -0.33467 0.71317 -0.139 0.182 -0.282 0.406
O 1.93412 -0.86972 1.74683 0.139 0.061 -0.005 -0.529
N -0.12539 -0.45933 0.70091 0.049 -0.010 -0.004 -0.083
H -2.07343 0.47298 -1.87959 -0.023 -0.021 0.150 0.287
H -2.49425 1.12771 -0.28986 0.085 -0.131 -0.040 0.240
H -2.58075 -0.62138 -0.57480 0.113 0.105 -0.023 0.320
H 2.55119 0.64182 -0.77020 -0.132 -0.040 0.107 0.385
H 2.81265 -0.47089 1.74969 -0.094 -0.122 0.039 0.331
H -0.66964 -0.96689 1.38084 0.058 0.123 -0.083 0.188
```
Positions in Å, forces in eV/Å.


(2)
C4H6N2O | ωB97M-V with the def2-TZVPD basis set

## Properties
- 2S+1 = 1
- total charge = 0
- total energy (Eh) = -340.7102
- SMILES = Nc1c[nH]c(O)c1
- orbital gap (eV) = 8.51
- highest occupied orbital energy (eV) = -7.71

Structure (XYZ):
```
13
Properties=species:S:1:pos:R:3:forces:R:3:mulliken_charge:R:1
N -2.12474 0.63263 -0.46864 -0.007 -0.108 0.145 -0.541
C -0.84378 0.11640 -0.23875 0.121 -0.591 -0.126 1.008
C -0.48978 -1.21122 -0.18914 -0.092 0.093 -0.689 -0.804
N 0.89920 -1.33265 0.09103 0.799 0.859 -0.599 -0.304
C 1.32798 -0.02274 0.17606 -0.650 1.096 1.188 0.217
O 2.60006 0.12960 0.62761 0.093 0.684 -0.081 -0.509
C 0.35330 0.89056 -0.07017 -0.004 0.151 0.239 -0.983
H -2.84928 -0.04100 -0.26071 0.010 0.091 -0.106 0.237
H -2.33933 1.51837 -0.02670 0.250 -0.190 -0.015 0.243
H -1.14746 -2.07105 -0.24347 0.354 0.073 -0.120 0.374
H 1.69346 -1.36164 -0.64107 -1.555 -2.181 -0.024 0.313
H 2.47264 0.78569 1.31965 0.687 0.105 0.124 0.355
H 0.44773 1.96705 -0.07571 -0.006 -0.083 0.063 0.395
```
Positions in Å, forces in eV/Å.


(3)
C4H6N2O | ωB97M-V with the def2-TZVPD basis set

## Properties
- 2S+1 = 1
- total charge = 0
- total energy (Eh) = -340.7508
- SMILES = Nc1cc[nH]c1O
- orbital gap (eV) = 8.26
- highest occupied orbital energy (eV) = -7.32

Structure (XYZ):
```
13
Properties=species:S:1:pos:R:3:forces:R:3:mulliken_charge:R:1
N -1.88436 0.60240 -0.13237 -0.157 0.029 0.287 -0.613
C -0.48757 0.36106 -0.05456 0.141 -0.177 -0.121 0.798
C -0.01985 -0.92196 -0.06401 0.025 0.317 0.322 -0.230
O -0.74641 -2.04671 0.14591 -0.161 -0.176 -0.351 -0.555
N 1.34722 -0.91759 -0.00765 -0.126 -0.047 -0.081 -0.046
C 1.76549 0.39413 0.08353 0.017 0.068 0.222 -0.560
C 0.65873 1.20261 0.10842 0.046 0.092 0.050 -0.540
H -2.28618 0.31603 -1.01766 0.171 0.127 0.072 0.224
H -2.18087 1.54459 0.07562 0.178 -0.044 0.057 0.231
H -1.55229 -1.71545 0.57732 0.012 -0.264 -0.162 0.319
H 1.91597 -1.68246 -0.33319 -0.009 0.020 0.280 0.245
H 2.81223 0.61657 0.22830 -0.150 0.064 -0.184 0.399
H 0.65788 2.24677 0.39034 0.013 -0.009 -0.391 0.329
```
Positions in Å, forces in eV/Å.


(4)
C4H6N2O | ωB97M-V with the def2-TZVPD basis set

## Properties
- 2S+1 = 1
- total charge = 0
- total energy (Eh) = -340.6156
- orbital gap (eV) = 8.80
- highest occupied orbital energy (eV) = -8.45

Structure (XYZ):
```
13
Properties=species:S:1:pos:R:3:forces:R:3:mulliken_charge:R:1
N -1.96654 0.64305 -0.26685 -0.043 0.054 0.167 -0.521
C -0.63668 0.29795 -0.29406 0.079 -0.111 -0.051 0.698
C -0.15309 -1.03178 0.03300 -0.363 -0.063 -0.227 -0.919
N 1.15415 -1.08883 -0.59181 0.178 -0.037 0.117 -0.348
C 1.51072 0.20401 -0.21296 -0.083 0.034 0.158 0.689
O 2.01145 0.16392 0.98593 -0.076 0.012 0.062 -0.508
C 0.45225 1.11079 -0.52652 -0.034 0.033 0.036 -0.841
H -2.57450 0.00127 0.21929 0.049 0.034 -0.069 0.232
H -2.16999 1.60821 -0.05320 0.022 -0.077 -0.044 0.235
H -0.80252 -1.89882 -0.07980 -0.001 0.102 0.041 0.280
H 1.76885 -1.73699 -0.10985 -0.071 0.061 -0.072 0.274
H 0.90671 -0.45947 1.31836 0.322 0.140 -0.108 0.376
H 0.49919 2.18668 -0.42152 0.020 -0.180 -0.012 0.353
```
Positions in Å, forces in eV/Å.


(5)
C4H6N2O | ωB97M-V with the def2-TZVPD basis set

## Properties
- 2S+1 = 1
- total charge = 0
- total energy (Eh) = -340.6477
- orbital gap (spin up / spin down) (eV) = 7.74 / 7.74
- highest occupied orbital energy (spin up / spin down) (eV) = -7.95 / -7.95

Structure (XYZ):
```
13
Properties=species:S:1:pos:R:3:forces:R:3:mulliken_charge:R:1
N 1.31534 0.28618 -1.35217 -0.209 -0.107 0.037 -0.515
C 0.71249 0.03129 -0.18508 -0.088 0.132 -0.035 0.580
C -0.37773 0.90877 0.12312 0.052 -0.055 -0.095 0.163
O -0.76429 1.80889 -0.66935 0.098 -0.305 -0.166 -0.560
N -1.12534 0.27517 1.10738 -0.014 0.095 -0.005 -0.006
C -0.47647 -0.87805 1.49134 0.035 -0.065 -0.047 -0.503
C 0.59353 -1.11386 0.68035 -0.009 0.011 0.055 -0.559
H 0.33779 0.71074 -2.13524 0.238 -0.098 0.090 0.147
H 1.72988 -0.56311 -1.74458 -0.048 0.092 -0.005 0.253
H -0.50063 1.21706 -2.00371 -0.111 0.151 0.367 0.043
H -1.90832 0.69858 1.57746 0.110 -0.066 -0.057 0.206
H -0.81151 -1.43128 2.35961 0.063 0.085 -0.136 0.391
H 1.27525 -1.95040 0.75088 -0.117 0.130 -0.003 0.360
```
Positions in Å, forces in eV/Å.


(6)
C4H6N2O | ωB97M-V with the def2-TZVPD basis set

## Properties
- 2S+1 = 1
- total charge = 0
- total energy (Eh) = -340.6954
- SMILES = [H]/N=C1/O[C@H](C)/C1=N\[H]
- orbital gap (eV) = 10.62
- highest occupied orbital energy (eV) = -10.45

Structure (XYZ):
```
13
Properties=species:S:1:pos:R:3:forces:R:3:mulliken_charge:R:1
C -1.60029 0.72579 -0.41407 0.173 0.034 -0.033 -1.120
C -0.65125 -0.42018 -0.05797 0.146 0.117 -0.080 0.116
O 0.12338 -0.85520 -1.20149 0.083 -0.175 -0.798 -0.409
C 1.33919 -0.45498 -0.70763 0.474 -0.114 -0.615 0.555
N 2.42959 -0.51360 -1.31745 -0.175 0.014 0.143 -0.720
C 0.73822 -0.04919 0.58518 -0.981 -0.240 -0.354 0.401
N 1.02433 0.33874 1.74936 -0.761 -0.578 -1.041 -0.681
H -2.26966 0.44019 -1.23624 0.230 -0.115 0.201 0.322
H -2.24010 1.02691 0.42685 0.290 -0.172 -0.063 0.346
H -1.02820 1.59630 -0.74288 -0.049 -0.015 0.023 0.290
H -1.22969 -1.26989 0.35662 0.592 0.310 0.038 0.318
H 0.02654 0.21853 1.94040 0.014 0.945 2.559 0.335
H 3.18553 -0.15668 -0.73856 -0.035 -0.010 0.021 0.247
```
Positions in Å, forces in eV/Å.


(7)
C4H6N2O | ωB97M-V with the def2-TZVPD basis set

## Properties
- 2S+1 = 1
- total charge = 0
- total energy (Eh) = -340.7554
- SMILES = Nc1ccc(O)[nH]1
- orbital gap (eV) = 8.14
- highest occupied orbital energy (eV) = -7.42

Structure (XYZ):
```
13
Properties=species:S:1:pos:R:3:forces:R:3:mulliken_charge:R:1
N -2.29243 -0.02105 0.19780 0.112 0.085 -0.143 -0.556
C -0.89226 0.17016 0.19623 0.313 0.133 0.020 0.083
C -0.13201 1.30660 0.30179 -0.187 -0.001 0.021 -0.462
C 1.25074 0.92752 0.21668 0.056 -0.105 -0.135 -0.480
C 1.27595 -0.42565 0.06571 -0.260 0.338 0.023 0.106
O 2.29644 -1.30964 -0.15310 -0.022 0.028 -0.159 -0.542
N -0.02532 -0.88814 0.05692 0.079 -0.149 -0.061 -0.044
H -2.73205 0.52824 -0.53285 0.048 0.053 0.166 0.251
H -2.52847 -0.98530 0.01302 -0.036 -0.082 0.098 0.251
H -0.51263 2.31031 0.41117 -0.010 -0.073 0.011 0.400
H 2.11547 1.58149 0.21271 -0.222 -0.156 0.028 0.432
H 2.42966 -1.32826 -1.11108 0.186 -0.139 0.229 0.337
H -0.25307 -1.86628 0.12500 -0.056 0.069 -0.097 0.224
```
Positions in Å, forces in eV/Å.


(8)
C4H6N2O | ωB97M-V with the def2-TZVPD basis set

## Properties
- 2S+1 = 1
- total charge = 0
- total energy (Eh) = -340.7746
- SMILES = Cc1ncc(O)[nH]1
- orbital gap (eV) = 8.71
- highest occupied orbital energy (eV) = -8.01

Structure (XYZ):
```
13
Properties=species:S:1:pos:R:3:forces:R:3:mulliken_charge:R:1
C -0.47797 -1.75475 -1.21526 -0.009 -0.048 -0.047 -1.008
C -0.20108 -0.43678 -0.57062 -0.060 -0.008 -0.090 0.449
N -0.45344 0.73981 -1.07656 0.076 -0.275 0.136 -0.619
C -0.08514 1.66380 -0.11529 0.092 0.158 0.192 -0.375
C 0.39760 1.00941 0.98040 -0.140 -0.047 -0.308 0.413
O 0.89244 1.37895 2.18596 -0.007 0.218 0.012 -0.524
N 0.32884 -0.32635 0.69386 -0.029 0.035 0.035 -0.082
H -0.50631 -1.62071 -2.29853 0.005 -0.004 0.160 0.291
H -1.44700 -2.15916 -0.89983 0.136 0.066 -0.021 0.243
H 0.29170 -2.49602 -0.97371 -0.091 0.129 -0.039 0.316
H -0.18486 2.72983 -0.27692 0.031 -0.195 0.054 0.379
H 0.84476 2.34064 2.24654 0.038 -0.129 0.047 0.328
H 0.60044 -1.06867 1.31997 -0.043 0.100 -0.131 0.189
```
Positions in Å, forces in eV/Å.


Listing max |F| for the structures above in their given order: 0.007, 0.052, 0.009, 0.008, 0.008, 0.053, 0.008, 0.007 Eh/bohr.
Listing energy above the lowest of the compared OMol25 structures with the same formula, charge and spin for the structures above in their given order: 12.9, 53.2, 27.6, 112.5, 92.4, 62.4, 24.8, 12.8 kcal per mole.